Entry 1:
Formula: C22H30IrO2Si
Source: OMol25
Level of theory: ωB97M-V/def2-TZVPD

Each line ends with the Löwdin charge.
Atoms and positions in Å:
1 C 0.72374 -2.55405 -0.70914  -0.21
2 C 1.78313 -1.57255 -0.59439  -0.25
3 C 2.85150 -2.14682 0.22852  -0.21
4 H 1.84040 -0.64827 -1.14687  0.09
5 C 2.42367 -3.45815 0.65632  -0.22
6 C 1.12825 -3.71542 0.03957  -0.19
7 H 0.57520 -4.64278 0.11781  0.13
8 H -0.15102 -2.50757 -1.34608  0.11
9 H 3.80745 -1.68665 0.45215  0.13
10 H 2.97468 -4.16043 1.26717  0.13
11 Ir 1.10925 -2.05414 1.23209  1.36
12 C 0.31143 1.19740 1.42695  -0.16
13 H 1.18916 0.53369 1.53861  -0.06
14 H -0.58250 0.66605 1.78134  -0.01
15 H 0.53722 2.08844 2.05319  0.06
16 Si 0.06572 1.65886 -0.52230  0.80
17 C -1.57959 2.13994 -1.31214  -0.26
18 C -1.72819 1.65157 -2.64325  -0.04
19 H -0.82807 1.43723 -3.23955  0.12
20 C -2.99821 1.45749 -3.20218  0.05
21 H -3.09790 0.97038 -4.18099  0.15
22 C -4.13246 1.91941 -2.51786  -0.01
23 H -5.12546 1.78055 -2.96274  0.14
24 C -3.95317 2.60281 -1.30552  0.02
25 H -4.80297 3.07354 -0.82066  0.14
26 C -2.69657 2.72729 -0.69406  0.03
27 H -2.56659 3.32447 0.21372  0.15
28 C 1.76490 2.25521 -1.07118  -0.30
29 C 1.88062 2.79884 -2.36089  -0.10
30 H 0.98745 3.12755 -2.89201  0.10
31 C 3.12065 2.82483 -2.99238  -0.06
32 H 3.17765 3.15448 -4.02303  0.11
33 C 4.28025 2.42068 -2.32691  -0.05
34 H 5.25688 2.51233 -2.80492  0.12
35 C 4.17948 1.92422 -1.02571  -0.06
36 H 5.06560 1.62084 -0.46471  0.12
37 C 2.92912 1.82266 -0.40147  -0.11
38 H 2.87530 1.39714 0.60572  0.09
39 H 1.90038 -0.66080 1.64416  0.08
40 H 0.10470 0.51826 -1.43934  0.03
41 C -2.55745 -1.24992 -0.15592  -0.08
42 O -1.71176 -1.02962 0.96162  -0.27
43 C -2.41902 -1.23565 2.17549  -0.18
44 C -1.46172 -1.03959 3.33780  -0.14
45 O -0.09720 -1.43975 3.03180  -0.34
46 C 0.23662 -2.65721 3.74219  -0.08
47 H -3.30856 -0.44210 -0.24383  0.09
48 H -3.07156 -2.22896 -0.07571  0.11
49 H -1.92152 -1.23774 -1.04741  0.07
50 H -2.81851 -2.26290 2.21761  0.14
51 H -3.25601 -0.51965 2.25790  0.15
52 H -1.40793 0.02085 3.62579  0.14
53 H -1.80023 -1.63734 4.19803  0.14
54 H 0.52486 -2.37112 4.76980  0.12
55 H -0.63471 -3.34313 3.73856  0.12
56 H 1.10363 -3.12469 3.20926  0.07

Its orbital gap (spin up / spin down) is 6.10 / 3.69 eV. The relative energy (zero: lowest compared OMol25 entry of this formula, charge and spin) is 17.62 kcal per mole. The spin multiplicity is 6. The max |F| is 10.20 eV/A. As for the net charge: +2. For the HOMO energy (spin up / spin down), the calculation gives -12.411 / -14.203 eV. For the LUMO energy (spin up / spin down), the calculation gives -6.313 / -10.512 eV. The value obtained for the total energy is -1399.5610 hartree.

Entry 2:
Formula: C5H8ClN
Source: OMol25
Level of theory: ωB97M-V/def2-TZVPD

Each line ends with the Löwdin charge.
Atoms and positions in Å:
1 C -1.00519 0.74920 -0.61762  -0.07
2 C -0.02133 0.47407 0.47724  -0.43
3 C 0.82830 1.72445 0.94096  0.00
4 C 2.00735 0.76980 0.17515  -0.68
5 Cl 3.67006 0.58492 0.08026  0.71
6 N 1.18525 -0.24903 0.00096  -0.19
7 C 1.16265 -1.72221 -0.20097  -0.01
8 H -2.05380 0.85580 -0.17826  0.10
9 H -1.11807 -0.16487 -1.25213  0.07
10 H -0.54199 1.62421 -1.15442  0.10
11 H -0.36429 -0.27796 1.18904  0.13
12 H 0.66090 2.63812 0.39960  0.01
13 H 0.19668 -1.88259 -0.60190  0.06
14 H 2.01469 -2.04770 -0.82923  0.09
15 H 1.15893 -2.26401 0.79424  0.11

As for the SMILES: C[C@@H]1C=C(Cl)N1C. Its orbital gap is 8.18 eV. The relative energy (zero: lowest compared OMol25 entry of this formula, charge and spin) is 89.82 kcal per mole. The max |F| is 5.44 eV/A. As for the net charge: 0. For the HOMO energy, the calculation gives -7.464 eV. For the LUMO energy, the calculation gives 0.714 eV. The value obtained for the total energy is -710.1092 hartree.

Entry 3:
Formula: C5H8O
Source: OMol25
Level of theory: ωB97M-V/def2-TZVPD

Each line ends with the Löwdin charge.
Atoms and positions in Å:
1 C 1.38613 -1.62457 0.14669  -0.13
2 C 0.51635 -1.38943 1.32040  -0.13
3 C 0.81687 -0.23778 0.36354  -0.30
4 C -0.37276 0.10813 -0.42663  -0.02
5 C -1.61360 1.94882 -1.10555  -0.08
6 O -0.43061 1.42022 -0.50269  -0.14
7 H 0.98364 -2.19140 -0.68667  0.10
8 H 2.45404 -1.73155 0.31025  0.10
9 H 0.96060 -1.32559 2.30834  0.10
10 H -0.49760 -1.77554 1.28765  0.10
11 H 1.49172 0.54308 0.71659  0.13
12 H -2.30321 1.12730 -1.31002  0.08
13 H -1.34422 2.47155 -2.02666  0.09
14 H -2.04735 2.65677 -0.39524  0.09

Its orbital gap is 9.58 eV. The relative energy (zero: lowest compared OMol25 entry of this formula, charge and spin) is 81.42 kcal per mole. The max |F| is 0.59 eV/A. As for the net charge: 0. For the HOMO energy, the calculation gives -8.401 eV. For the LUMO energy, the calculation gives 1.175 eV. The value obtained for the total energy is -270.4281 hartree.

Entry 4:
Formula: C3H7O2PS
Source: OMol25
Level of theory: ωB97M-V/def2-TZVPD

Each line ends with the Löwdin charge.
Atoms and positions in Å:
1 C -0.55843 0.45111 -0.88000  -0.14
2 C -0.61207 0.13651 0.59599  -0.28
3 C 0.45170 -0.24615 1.29005  -0.02
4 O -3.37544 -3.74116 -0.21994  -0.80
5 O -2.45739 -2.00313 -2.08272  -0.40
6 P -1.56080 -3.98838 0.00130  0.53
7 S -2.70183 -2.34914 -0.52256  0.64
8 H -1.38680 1.16166 -1.09753  0.08
9 H 0.42169 0.78531 -1.19141  0.06
10 H -0.87124 -0.34224 -1.70873  0.08
11 H -1.63616 0.15448 1.06191  0.10
12 H -1.66026 -2.35683 -2.47466  0.04
13 H 1.36822 -0.48524 0.77991  0.06
14 H 0.32828 -0.40685 2.34561  0.05

Its orbital gap is 7.53 eV. The relative energy (zero: lowest compared OMol25 entry of this formula, charge and spin) is 114.60 kcal per mole. The max |F| is 2.76 eV/A. As for the net charge: 0. For the HOMO energy, the calculation gives -7.540 eV. For the LUMO energy, the calculation gives -0.012 eV. The value obtained for the total energy is -1008.3800 hartree.

Entry 5:
Formula: C6H6O8S2
Source: OMol25
Level of theory: ωB97M-V/def2-TZVPD

Each line ends with the Löwdin charge.
Atoms and positions in Å:
1 C 1.53795 -1.89399 1.19711  -0.15
2 O 1.50361 -0.53401 0.87129  -0.14
3 C 0.59352 -0.19744 -0.17378  -0.14
4 C -0.81973 -0.39762 0.28866  -0.10
5 C -1.66686 -1.43914 0.20418  -0.49
6 S -1.36782 -2.96020 -0.55606  0.86
7 C -2.93907 -1.05325 0.89479  -0.48
8 O -3.74675 -1.77964 1.41056  0.11
9 O -2.96476 0.29973 0.93948  0.12
10 C -1.56804 0.67605 1.00011  -0.33
11 O -1.21309 1.60521 1.61849  0.24
12 H 0.69430 -2.19820 1.83257  0.08
13 H 1.52880 -2.52860 0.30156  0.07
14 H 2.46098 -2.09072 1.74253  0.08
15 H 0.72374 0.87224 -0.36510  0.10
16 H 0.80447 -0.75542 -1.08854  0.14
17 H -2.55957 -3.52296 -0.32916  -0.13
18 O 3.16309 3.46577 -1.35690  -0.51
19 S 1.80605 3.59238 -1.95841  0.17
20 O 1.05613 4.70250 -1.30901  -0.50
21 O 1.05760 2.30289 -1.73978  -0.50
22 O 1.91547 3.83442 -3.42457  -0.51

Its orbital gap is 3.30 eV. The max |F| is 1.06 eV/A. As for the net charge: -2. For the HOMO energy, the calculation gives 0.425 eV. For the LUMO energy, the calculation gives 3.726 eV. The value obtained for the total energy is -1630.5102 hartree.